(1)
Here is the molecule C3H4N6 from the Open Molecules 2025 dataset. Energies are from ωB97M-V/def2-TZVPD.

Results
Gap between HOMO and LUMO: 7.92 eV
Total charge: 0

Cartesian coordinates (Å):
C (-0.09582, 1.86357, 0.28166)
C (-1.16508, 1.03135, 0.08959)
C (1.05631, 1.07136, 0.25889)
N (-0.66861, -0.23511, -0.04812)
N (-1.35952, -1.44121, -0.04371)
N (-1.16940, -2.30163, -1.20041)
N (0.67333, -0.18640, 0.03829)
N (-0.55866, -2.63900, -0.18768)
N (1.29350, -1.29009, -0.19243)
H (-0.10918, 2.92544, 0.41336)
H (-2.21048, 1.23499, 0.01697)
H (2.09144, 1.31826, 0.37467)
H (2.22219, -1.35154, 0.19892)

Here are the natural (NBO) charges for atoms 1 to 5, given in e: -0.295 -0.065 -0.109 -0.058 -0.099

=====

(2)
Here is the molecule C3H4N8S from the Open Molecules 2025 dataset. Energies are from ωB97M-V/def2-TZVPD.

Results
Gap between HOMO and LUMO: 7.51 eV
Total charge: 0

Cartesian coordinates (Å):
C (-0.73997, 0.68301, -0.15141)
C (-0.53867, -2.29898, 1.74072)
C (0.43033, 1.07579, -2.30146)
N (-0.62329, 1.46990, 1.05086)
N (0.22661, 2.37097, 0.83905)
N (0.69791, 2.33397, -0.31579)
N (-0.69312, -2.02998, 0.45938)
N (0.21447, -3.37509, 1.87791)
N (-0.00004, -2.94633, -0.19138)
N (0.55849, -3.71658, 0.64333)
N (0.11334, 1.28938, -1.03600)
S (-1.58402, -0.68769, -0.36600)
H (1.15784, 1.76337, -2.74079)
H (-1.25921, -1.91459, 2.54322)
H (0.07774, 0.08333, -2.64962)
H (-1.01540, 1.45521, 2.01751)

Here are the natural (NBO) charges for atoms 1 to 5, given in e: -0.190 0.121 -0.240 -0.331 0.040

=====

(3)
Here is the ion C3H4NO with charge +1 from the Open Molecules 2025 dataset. Energies are from ωB97M-V/def2-TZVPD.

Results
Gap between HOMO and LUMO (spin up / spin down): 7.45 / 7.46 eV
Total charge: +1

Cartesian coordinates (Å):
C (-0.50630, -0.84489, -0.86375)
C (-1.37506, -1.33289, 0.07771)
C (0.32402, 0.63582, 0.73875)
N (0.42499, 0.04663, -0.53221)
O (-0.67847, 0.02253, 1.47559)
H (-0.56689, -1.33441, -1.76114)
H (0.99395, 0.56949, 1.57220)
H (0.30791, 1.79012, 0.56917)
H (1.07585, 0.44759, -1.27631)

Here are the natural (NBO) charges for atoms 1 to 5, given in e: -0.200 0.511 -0.022 -0.323 -0.413

=====

(4)
Here is the ion C3H4NO with charge +1 from the Open Molecules 2025 dataset. Energies are from ωB97M-V/def2-TZVPD.

Results
Gap between HOMO and LUMO: 9.34 eV
Total charge: +1

Cartesian coordinates (Å):
C (3.04191, 0.90583, -0.86846)
C (-0.07382, 0.34924, 0.27573)
C (0.65248, -0.84596, 0.55584)
N (2.62746, -0.04942, -0.38234)
O (1.93634, -1.09392, 0.23265)
H (-1.12158, 0.35911, 0.74844)
H (-0.01129, 0.66514, -0.78711)
H (0.32039, -1.74540, 0.99447)
H (0.55272, 1.04938, 0.86178)

Here are the natural (NBO) charges for atoms 1 to 5, given in e: 0.436 -0.789 0.586 -0.317 -0.161

=====

(5)
Here is the ion C3H4NO with charge +1 from the Open Molecules 2025 dataset. Energies are from ωB97M-V/def2-TZVPD.

Results
Gap between HOMO and LUMO (spin up / spin down): 7.43 / 7.43 eV
Total charge: +1

Cartesian coordinates (Å):
C (-0.30935, -1.20476, -0.00761)
C (-1.57927, -0.44766, -0.00676)
C (0.21671, 0.96678, -0.02838)
N (0.66720, -0.36455, 0.14387)
O (-1.14654, 0.88967, 0.08198)
H (-0.30743, -2.22135, -0.00221)
H (0.54505, 1.71183, 0.58978)
H (0.33080, 1.42654, -1.01393)
H (1.58283, -0.75650, 0.24327)

Here are the natural (NBO) charges for atoms 1 to 5, given in e: 0.132 0.297 0.033 -0.364 -0.366

=====

(6)
Here is a structure of composition C3H4NO from the Open Molecules 2025 dataset. Energies are from ωB97M-V/def2-TZVPD.

Results
Gap between HOMO and LUMO: 8.36 eV
Total charge: +1

Cartesian coordinates (Å):
C (-1.26870, -0.02315, -0.01670)
C (0.27946, 0.76614, 0.06122)
C (0.61193, -0.69490, -0.03539)
N (-2.14567, 0.77396, -0.00923)
O (-0.75237, -1.17964, 0.09481)
H (0.30800, 1.18354, 0.99382)
H (0.63597, 1.56864, -0.75200)
H (1.00825, -1.14688, -1.09804)
H (1.32314, -1.24772, 0.76152)

Here are the natural (NBO) charges for atoms 1 to 5, given in e: 0.439 -0.151 -0.147 0.086 -0.348

=====

(7)
Here is a cluster of 2 separate species, C3H4NO2S in total from the Open Molecules 2025 dataset. Energies are from ωB97M-V/def2-TZVPD.

Results
Gap between HOMO and LUMO: 5.73 eV
Total charge: -1

Cartesian coordinates (Å):
C (1.21465, -0.54965, -0.49937)
C (-2.27979, -1.22663, -0.00352)
C (-0.50113, 0.69665, 0.41118)
N (0.23394, 0.27219, -0.60458)
O (-3.13846, -0.59864, -0.47575)
O (-1.65534, -2.10368, 0.43774)
S (-1.54407, 2.09767, 0.10091)
H (1.65452, -0.93801, -1.40834)
H (1.60472, -0.93430, 0.45128)
H (-0.19492, 0.62794, 1.45954)
H (-2.60254, 1.46375, -0.43426)

Here are the natural (NBO) charges for atoms 1 to 5, given in e: -0.338 1.034 -0.487 -0.430 -0.579

=====

(8)
Here is a structure of composition C3H4NO2S from the Open Molecules 2025 dataset. Energies are from ωB97M-V/def2-TZVPD.

Results
Gap between HOMO and LUMO: 7.14 eV
Total charge: -1

Cartesian coordinates (Å):
C (0.07852, 0.96385, 0.02542)
C (-0.21377, -1.09034, -1.05925)
C (-0.51475, -0.43774, 0.04255)
N (0.53813, 1.40657, -1.20615)
O (1.22798, 0.63269, 0.87481)
O (0.57525, 0.04056, -3.48639)
S (0.94466, 0.04453, -1.98471)
H (-0.33788, 1.72072, 0.75705)
H (-0.37897, -2.07793, -1.18994)
H (2.00804, 1.01776, 0.57402)
H (-0.99316, -0.78974, 1.06817)

Here are the natural (NBO) charges for atoms 1 to 5, given in e: 0.151 -0.456 -0.194 -0.954 -0.826

=====

Energy relative to the best compared isomer or geometry (same formula, charge and spin): 596.1; 144.4; 622.5; 460.6; 306.1; 458.9; 121.9; 299.6 (kJ/mol)